No. 1
DFT (the ωB97M-V functional and the def2-TZVPD basis) results for a structure of composition C25H18AsCl5IrN5O at a distorted geometry.

Its HOMO energy (alpha / beta) is -0.5741 / -0.6258 hartree. Its relative energy (zero: lowest compared OMol25 entry of this formula, charge and spin) is 2.5 kcal per mole.

Structure (ORCA input):
```
! wB97M-V def2-TZVPD RIJCOSX def2/J DEFGRID3
* xyz 3 6
Ir 0.940 -0.769 -1.295
Cl -4.702 -1.521 -5.950
C -3.433 -0.922 -4.902
C -2.434 -1.796 -4.432
Cl -2.424 -3.419 -4.964
C -1.421 -1.311 -3.620
Cl -0.020 -2.216 -3.206
C -1.446 0.015 -3.081
O -0.589 0.344 -2.130
C -2.436 0.925 -3.612
Cl -2.503 2.531 -3.056
C -3.406 0.414 -4.520
Cl -4.551 1.469 -5.198
C 1.579 -1.857 5.005
C 1.130 -0.545 4.981
C 0.718 -0.018 3.767
C 0.780 -0.795 2.569
C 1.283 -2.083 2.607
C 1.603 -2.629 3.844
As 0.242 -0.172 0.790
C 0.804 1.660 0.929
C 2.169 1.985 1.110
C 2.617 3.280 0.859
C 1.725 4.301 0.562
C 0.385 4.003 0.382
C -0.091 2.690 0.548
C -1.644 -0.146 1.181
C -2.499 -1.086 0.544
C -3.851 -1.078 0.873
C -4.365 -0.178 1.789
C -3.537 0.708 2.439
C -2.169 0.699 2.179
H 1.891 -2.267 5.977
H 1.041 0.075 5.857
H 0.446 1.027 3.717
H 1.374 -2.691 1.692
H 1.810 -3.706 3.909
H 2.855 1.187 1.395
H 3.675 3.453 0.892
H 2.105 5.295 0.355
H -0.321 4.754 0.062
H -1.120 2.459 0.364
H -2.132 -1.728 -0.256
H -4.565 -1.765 0.374
H -5.422 -0.175 2.034
H -3.963 1.490 3.120
H -1.478 1.311 2.739
N 4.526 -0.481 -3.603
N 4.084 -1.077 -2.459
N 4.732 -1.558 -1.388
C 3.639 -1.769 -0.537
N 2.484 -1.839 -1.211
N 2.741 -1.329 -2.537
H 5.525 -0.635 -3.690
H 3.862 -0.600 -4.342
H 3.758 -1.913 0.542
*
```

No. 2
DFT (the ωB97M-V functional and the def2-TZVPD basis) results for a structure of composition C25H18AsN4O3S5V at a distorted geometry.

Its HOMO energy is -0.2792 hartree. Its relative energy (zero: lowest compared OMol25 entry of this formula, charge and spin) is 14.2 kcal per mole.

Structure (ORCA input):
```
! wB97M-V def2-TZVPD RIJCOSX def2/J DEFGRID3
* xyz 0 1
V 0.378 -0.287 -0.348
S 4.316 0.441 -0.146
As 3.117 -1.275 -0.084
S 1.462 -1.065 1.465
S 1.711 -1.319 -1.839
S 4.107 -3.094 0.098
C -2.471 2.928 -0.509
C -3.517 2.429 0.251
C -3.459 1.146 0.756
C -2.333 0.353 0.517
C -1.268 0.867 -0.226
C -1.351 2.142 -0.752
C -2.201 -1.028 0.962
C -3.137 -1.648 1.821
C -2.910 -2.919 2.261
C -1.788 -3.624 1.780
C -1.486 -4.937 2.192
C -0.399 -5.594 1.688
C 0.409 -4.976 0.724
C 0.143 -3.699 0.307
C -0.934 -2.967 0.851
N -1.134 -1.668 0.500
H -2.519 3.926 -0.916
H -4.388 3.038 0.440
H -4.288 0.761 1.330
H -0.554 2.533 -1.379
H -4.007 -1.103 2.144
H -3.575 -3.390 2.969
H -2.135 -5.403 2.918
H -0.155 -6.586 2.031
H 1.263 -5.498 0.322
H 0.801 -3.237 -0.423
N -1.266 -2.236 -2.327
C -2.010 -2.385 -3.436
C -2.259 -1.122 -3.919
C -1.612 -0.259 -3.028
N -1.019 -0.950 -2.068
H -0.853 -2.966 -1.760
H -2.303 -3.352 -3.793
H -2.821 -0.855 -4.791
H -1.565 0.814 -3.056
O 1.801 5.005 -2.118
S 2.797 3.997 -1.879
O 3.927 3.953 -2.747
N 1.995 2.527 -1.824
C 1.945 2.104 -0.606
O 1.260 1.063 -0.327
C 2.600 2.921 0.439
C 2.651 2.708 1.809
C 3.356 3.623 2.574
C 3.993 4.711 1.991
C 3.927 4.926 0.618
C 3.222 4.019 -0.133
H 2.173 1.849 2.268
H 3.413 3.484 3.643
H 4.542 5.404 2.610
H 4.405 5.773 0.155
*
```

No. 3
DFT (the ωB97M-V functional and the def2-TZVPD basis) results for a structure of composition C25H18BCl3F9IN4O3STeTi at a distorted geometry.

Its HOMO energy (alpha / beta) is -0.2246 / -0.2256 hartree. Its relative energy (zero: lowest compared OMol25 entry of this formula, charge and spin) is 81.1 kcal per mole.

Structure (ORCA input):
```
! wB97M-V def2-TZVPD RIJCOSX def2/J DEFGRID3
* xyz -1 2
Ti 0.739 0.287 -0.873
C -2.140 -3.074 -1.233
C -2.860 -1.763 -1.321
N -4.177 -1.774 -1.443
C -4.838 -0.608 -1.431
C -4.238 0.616 -1.216
C -5.088 1.853 -1.129
O -5.051 2.471 0.158
C -2.842 0.641 -1.062
C -2.166 1.882 -0.672
N -0.999 1.926 -0.155
C -0.524 3.232 0.182
C -0.474 4.205 -0.813
C 0.052 5.459 -0.556
C 0.538 5.757 0.708
C 0.463 4.808 1.715
C -0.073 3.552 1.461
I -0.281 2.255 3.070
C -2.144 -0.549 -1.227
O -0.831 -0.564 -1.297
H -2.594 -3.793 -1.914
H -2.237 -3.464 -0.215
H -1.080 -2.972 -1.454
H -5.913 -0.663 -1.573
H -6.116 1.590 -1.400
H -4.752 2.617 -1.831
H -5.252 1.794 0.812
H -2.752 2.798 -0.744
H -0.801 3.941 -1.809
H 0.098 6.193 -1.350
H 0.981 6.722 0.915
H 0.825 5.036 2.708
S 2.224 -3.770 1.005
C 3.277 -3.324 -0.252
C 2.870 -2.166 -0.844
C 1.677 -1.601 -0.272
C 1.234 -2.400 0.765
C 0.045 -2.170 1.595
C -0.418 -3.109 2.518
C -1.608 -2.871 3.176
C -2.307 -1.705 2.899
C -1.755 -0.815 1.993
N -0.606 -1.032 1.361
H 4.135 -3.930 -0.493
H 3.374 -1.716 -1.688
H 0.141 -4.017 2.705
H -1.993 -3.592 3.886
H -3.252 -1.481 3.377
H -2.247 0.124 1.768
F 3.645 1.642 2.077
Te 3.309 0.393 0.729
F 5.125 -0.203 0.871
F 4.021 1.776 -0.357
F 2.900 -0.664 2.268
F 2.293 0.394 -1.828
O 1.502 1.124 0.553
F 0.392 1.964 -2.425
B -0.075 1.315 -3.652
F -1.473 1.333 -3.630
F 0.426 1.942 -4.769
F 0.409 -0.004 -3.556
Cl -1.240 -3.784 -6.207
C -0.911 -2.319 -5.230
Cl -0.158 -1.092 -6.232
Cl -2.418 -1.730 -4.537
C -0.003 -2.722 -4.147
N 0.680 -3.064 -3.291
*
```

No. 4
DFT (the ωB97M-V functional and the def2-TZVPD basis) results for a structure of composition C25H18Br2N3O2S2W.

Its HOMO energy (alpha / beta) is -0.4166 / -0.4160 hartree.

Structure (ORCA input):
```
! wB97M-V def2-TZVPD RIJCOSX def2/J DEFGRID3
* xyz 1 3
W 1.298 1.306 0.246
C 1.571 -1.843 0.216
C 0.631 -0.738 0.624
N -0.024 -0.082 -0.430
N -1.316 0.217 -0.425
C -1.589 1.442 -0.849
S -0.353 2.643 -0.970
S -3.194 1.898 -1.280
C -3.849 0.369 -2.065
C -4.782 -0.438 -1.209
C -6.146 -0.403 -1.479
C -7.038 -1.141 -0.714
C -6.570 -1.920 0.333
C -5.209 -1.967 0.602
C -4.318 -1.235 -0.165
C -0.007 -0.768 1.965
C -0.432 -1.904 2.640
C -0.941 -1.780 3.925
C -1.018 -0.533 4.535
C -0.598 0.613 3.874
C -0.104 0.475 2.592
O 0.352 1.547 1.866
H 1.035 -2.796 0.237
H 2.413 -1.912 0.903
H 1.936 -1.690 -0.800
H -2.992 -0.196 -2.425
H -4.383 0.764 -2.929
H -6.517 0.203 -2.298
H -8.095 -1.112 -0.941
H -7.264 -2.482 0.943
H -4.839 -2.584 1.410
H -3.259 -1.270 0.053
H -0.375 -2.877 2.170
H -1.270 -2.660 4.459
H -1.407 -0.451 5.541
H -0.643 1.590 4.335
Br 5.727 1.034 2.703
C 5.448 1.174 0.859
C 6.554 1.182 -0.023
C 6.382 1.282 -1.374
Br 7.890 1.343 -2.499
C 5.076 1.324 -1.938
C 4.759 1.360 -3.308
C 3.443 1.353 -3.705
C 2.431 1.304 -2.746
N 2.691 1.271 -1.443
C 3.999 1.295 -1.040
C 4.180 1.286 0.360
O 3.046 1.354 1.085
H 7.548 1.110 0.394
H 5.556 1.380 -4.039
H 3.175 1.382 -4.750
H 1.387 1.279 -3.031
*
```

No. 5
DFT (the ωB97M-V functional and the def2-TZVPD basis) results for a structure of composition C25H19Cl3CoF9N4OPSe2SiTe2 at a distorted geometry.

Its HOMO energy (alpha / beta) is -0.0580 / -0.0566 hartree. Its relative energy (zero: lowest compared OMol25 entry of this formula, charge and spin) is 0.0 kcal per mole.

Structure (ORCA input):
```
! wB97M-V def2-TZVPD RIJCOSX def2/J DEFGRID3
* xyz -2 2
Co 0.582 -0.920 1.903
Se 1.843 1.048 2.267
Te 0.989 2.609 4.000
Te -1.768 2.218 2.934
Se -1.560 -0.252 2.781
N -0.950 0.069 6.090
C -0.118 -0.627 6.865
N -0.245 -0.480 8.226
N 0.756 -1.504 6.439
C 0.915 -1.591 5.127
N 1.068 -1.678 3.986
H -1.507 0.818 6.460
H -0.823 0.075 5.075
H -0.594 0.398 8.568
H 0.513 -0.888 8.746
Cl -1.198 -3.983 3.150
Si -0.198 -3.049 1.511
Cl -1.569 -3.640 -0.053
Cl 1.245 -4.618 1.111
F 1.197 -3.135 -6.398
C 0.240 -3.575 -5.540
F -0.914 -3.561 -6.244
F 0.529 -4.867 -5.294
C 0.167 -2.743 -4.299
C -0.545 -1.548 -4.321
C -0.569 -0.748 -3.194
C 0.109 -1.117 -2.030
C 0.814 -2.315 -2.028
C 0.847 -3.125 -3.155
P 0.097 -0.042 -0.516
C 1.091 1.372 -1.140
C 2.017 1.225 -2.168
C 2.835 2.279 -2.547
C 2.738 3.496 -1.888
C 1.841 3.653 -0.838
C 1.030 2.596 -0.466
C 3.631 4.628 -2.283
F 3.063 5.836 -2.075
F 3.972 4.588 -3.593
F 4.799 4.643 -1.600
C -1.616 0.638 -0.785
C -1.958 1.949 -1.106
C -3.281 2.323 -1.277
C -4.292 1.384 -1.138
C -3.976 0.075 -0.802
C -2.652 -0.282 -0.617
C -5.706 1.813 -1.361
F -6.086 2.813 -0.533
F -5.904 2.290 -2.618
F -6.596 0.817 -1.193
H -1.075 -1.247 -5.215
H -1.119 0.184 -3.225
H 1.349 -2.628 -1.143
H 1.393 -4.059 -3.129
H 2.118 0.270 -2.665
H 3.551 2.150 -3.347
H 1.799 4.582 -0.287
H 0.347 2.723 0.366
H -1.195 2.700 -1.245
H -3.525 3.350 -1.522
H -4.757 -0.663 -0.680
H -2.419 -1.304 -0.347
C 3.387 -2.072 2.097
C 2.318 -1.453 1.210
O 2.619 -1.235 0.037
H 4.310 -2.203 1.527
H 3.037 -3.034 2.471
H 3.558 -1.424 2.957
*
```

No. 6
DFT (the ωB97M-V functional and the def2-TZVPD basis) results for a structure of composition C25H19F11NO2SbW.

Its HOMO energy (alpha / beta) is -0.4124 / -0.4124 hartree. Its relative energy (zero: lowest compared OMol25 entry of this formula, charge and spin) is 64.7 kcal per mole.

Structure (ORCA input):
```
! wB97M-V def2-TZVPD RIJCOSX def2/J DEFGRID3
* xyz 1 4
W 0.304 -0.582 -0.517
C -1.836 -3.994 0.899
C -2.185 -2.684 1.143
C -2.387 -1.805 0.073
C -2.278 -2.269 -1.233
C -1.940 -3.600 -1.478
C -1.711 -4.452 -0.416
H -1.671 -4.677 1.722
H -2.296 -2.322 2.158
H -2.734 -0.802 0.265
H -2.503 -1.604 -2.057
H -1.862 -3.960 -2.495
H -1.448 -5.486 -0.597
O 1.264 -0.749 3.200
C 0.350 -0.390 2.533
O 0.166 -0.981 1.282
C -0.619 0.696 2.872
C -0.502 1.315 4.133
C -1.377 2.321 4.426
C -2.336 2.714 3.466
C -3.264 3.760 3.687
C -4.150 4.105 2.710
C -4.152 3.434 1.464
C -3.276 2.419 1.222
C -2.353 2.031 2.225
N -1.493 1.016 1.958
H 0.255 0.982 4.828
H -1.344 2.828 5.382
H -3.254 4.281 4.636
H -4.857 4.906 2.880
H -4.856 3.738 0.701
H -3.247 1.905 0.271
C 3.244 -1.196 0.880
C 3.567 -0.808 -0.483
C 3.187 -1.716 -1.646
C 4.138 -1.817 -2.745
C 5.275 -1.047 -2.807
C 5.576 -0.141 -1.777
C 4.760 -0.034 -0.658
H 3.709 -0.690 1.712
H 2.608 -2.045 1.075
H 2.680 -2.642 -1.390
H 3.945 -2.550 -3.519
H 5.947 -1.154 -3.647
H 6.472 0.462 -1.835
H 5.074 0.596 0.166
F 1.206 0.893 0.184
C 2.310 -0.516 -1.512
F 0.709 -2.398 -0.608
C 2.323 0.607 -2.550
F 3.476 1.283 -2.661
F 1.383 1.518 -2.263
F 2.052 0.096 -3.759
F -1.051 0.638 -0.768
Sb -1.642 1.950 -3.794
F -0.082 -0.824 -2.358
F -0.030 2.643 -4.584
F -2.808 3.035 -4.757
F -1.444 2.952 -2.233
F -2.987 0.809 -3.007
*
```